{
  "formula": "C26H28NO5",
  "method": "the ωB97M-V functional and the def2-TZVPD basis",
  "largest_force_ev_per_a": 2.79,
  "orbital_gap_ev": 6.613,
  "charge": -1,
  "energy_ev": -39146.5165,
  "elements": ["C", "C", "C", "O", "C", "O", "C", "C", "C", "C", "C", "C", "N", "C", "C", "C", "C", "C", "C", "C", "C", "C", "O", "O", "H", "H", "H", "H", "H", "H", "H", "H", "H", "H", "H", "H", "H", "H", "H", "H", "H", "H", "H", "H", "H", "C", "C", "C", "C", "C", "O", "C", "C", "H", "H", "H", "H", "H", "H", "H"],
  "positions_angstrom": [[3.896, -1.955, 1.409], [4.130, -1.185, 2.700], [5.365, -1.738, 3.423], [4.397, 0.211, 2.431], [3.332, 0.951, 1.953], [3.550, 2.033, 1.458], [1.993, 0.377, 2.128], [0.864, 1.244, 1.697], [-0.511, 0.662, 1.937], [-0.698, -0.709, 1.682], [-1.934, -1.316, 1.828], [-3.047, -0.538, 2.254], [-4.273, -1.118, 2.397], [-4.529, -2.461, 1.907], [-3.344, -3.383, 2.120], [-2.049, -2.778, 1.579], [-5.467, -0.304, 2.560], [-5.203, 0.900, 3.445], [-4.007, 1.701, 2.926], [-2.857, 0.849, 2.505], [-1.599, 1.421, 2.377], [1.899, -0.507, 3.294], [0.952, -0.591, 4.048], [3.013, -1.277, 3.596], [3.012, -1.582, 0.874], [4.781, -1.863, 0.765], [3.756, -3.014, 1.660], [5.532, -1.195, 4.358], [5.205, -2.797, 3.644], [6.245, -1.635, 2.780], [1.059, 1.343, 0.614], [0.168, -1.282, 1.366], [-5.410, -2.829, 2.444], [-4.785, -2.431, 0.830], [-3.224, -3.589, 3.189], [-3.544, -4.331, 1.619], [-1.979, -2.955, 0.495], [-1.189, -3.295, 2.026], [-5.835, 0.033, 1.571], [-6.235, -0.952, 2.997], [-6.098, 1.529, 3.466], [-5.003, 0.565, 4.470], [-4.330, 2.312, 2.066], [-3.679, 2.409, 3.697], [-1.497, 2.471, 2.662], [-1.269, 7.516, 1.250], [-0.667, 6.159, 1.482], [-0.790, 5.119, 0.548], [-0.223, 3.867, 0.798], [0.483, 3.649, 1.993], [1.076, 2.478, 2.347], [0.630, 4.703, 2.914], [0.048, 5.928, 2.668], [-0.983, 8.180, 2.072], [-0.933, 7.986, 0.315], [-2.366, 7.487, 1.216], [-1.326, 5.276, -0.402], [-0.301, 3.043, 0.080], [1.221, 4.513, 3.803], [0.153, 6.738, 3.392]]
}